Below is the molecule C16H23ClN2O3 in a non-equilibrium geometry, with properties calculated with wB97M-V/def2-TZVPD.

Computed properties:
Gap between HOMO and LUMO: 10.098 eV
ΔE to the lowest compared entry with this formula, charge and spin: 3.508 eV

XYZ file:
```
45
Properties=species:S:1:pos:R:3:forces:R:3:nbo_charge:R:1
C -3.43242 2.17165 -1.24010 -1.6 2.1 2.1 -0.602
C -1.98883 2.17125 -0.74957 -0.4 -0.6 0.6 -0.418
C -1.16438 1.35245 -1.71429 0.7 -0.3 0.7 -0.430
C 0.30468 1.10099 -1.29724 0.1 -0.3 0.4 0.209
O 1.03077 0.41978 -2.29721 -1.0 -0.6 -2.6 -0.738
C 1.12412 2.37540 -1.00925 1.5 0.7 -1.3 -0.429
C 1.02675 3.50355 -2.12054 -0.1 -0.4 -0.1 -0.399
C 1.68895 4.84606 -1.74337 1.5 -1.4 -0.2 -0.601
C 0.25536 0.13913 0.00522 -1.8 2.2 -0.1 0.661
O 0.25278 0.68783 1.06239 0.8 0.7 2.1 -0.594
N -0.25436 -1.11288 -0.13428 -0.4 -0.5 -1.3 -0.446
N -0.51999 -2.08144 0.84951 -0.9 1.8 -0.2 -0.325
C -1.66135 -2.00709 1.64968 -3.1 0.9 -1.1 0.664
O -2.62213 -1.29247 1.36520 2.2 -0.4 0.2 -0.563
C -1.90825 -3.08580 2.74870 -0.2 2.3 0.3 -0.459
Cl -3.65170 -3.49069 2.75316 0.7 -0.2 0.1 -0.014
C 0.63307 -2.71675 1.23809 1.1 -3.3 0.8 0.169
C 1.41287 -2.18604 2.21512 3.8 -1.3 1.5 -0.238
C 2.61944 -2.86890 2.70558 -0.4 -0.2 -0.9 -0.192
C 3.00384 -4.12361 2.17179 -1.3 0.3 0.6 -0.214
C 2.07011 -4.71846 1.26612 -0.1 2.0 0.1 -0.202
C 0.91810 -4.03562 0.78331 1.0 -1.3 0.4 -0.245
H -3.87164 1.18319 -1.26877 0.0 -0.2 0.0 0.214
H -4.09389 2.82871 -0.50346 1.2 -1.4 -1.4 0.208
H -3.58187 2.66175 -2.20698 0.3 -0.2 0.0 0.201
H -1.86240 1.90457 0.31664 -0.4 -0.8 -0.6 0.233
H -1.60070 3.15209 -0.68262 0.3 1.5 -0.5 0.198
H -1.23499 1.85689 -2.66981 0.5 0.2 -0.5 0.204
H -1.64372 0.39766 -1.86132 -0.1 -0.5 0.0 0.220
H 0.60335 0.58334 -3.19935 0.9 -0.3 1.9 0.478
H 0.89534 2.89309 -0.06532 0.3 -0.7 -0.1 0.233
H 2.19951 2.00374 -1.11651 -1.2 0.6 1.0 0.225
H -0.00785 3.66769 -2.30793 -1.2 0.5 0.2 0.187
H 1.32489 3.22475 -3.13281 0.7 -0.6 0.2 0.194
H 1.21978 5.16225 -0.83602 -0.2 0.7 0.6 0.202
H 1.61152 5.61336 -2.53504 0.0 -0.4 0.4 0.215
H 2.79173 4.65941 -1.51020 -1.3 0.4 -0.3 0.201
H 0.12623 -1.49042 -0.96364 -0.2 -1.2 -1.1 0.391
H -1.62967 -2.71536 3.75992 -0.2 -0.1 -0.8 0.244
H -1.31611 -3.89842 2.51204 0.9 -2.1 -0.2 0.218
H 1.25089 -1.23682 2.64661 -0.6 1.0 0.2 0.242
H 3.28806 -2.43422 3.49010 -1.0 -0.1 -0.8 0.223
H 3.89343 -4.68789 2.60208 -1.3 0.9 -0.9 0.230
H 2.24554 -5.68969 0.88541 0.2 -0.9 -0.2 0.213
H 0.25514 -4.68803 0.13894 0.6 1.4 0.6 0.234
```
Positions in Å, forces in eV/Å.

Below is a structure of composition C16H23F3MoN4S5 in a non-equilibrium geometry, with properties calculated with wB97M-V/def2-TZVPD.

Computed properties:
Net charge: +2
2S+1: 3
Gap between HOMO and LUMO (spin up / spin down): 6.499 / 5.939 eV
ΔE to the lowest compared entry with this formula, charge and spin: 5.793 eV

XYZ file:
```
52
Properties=species:S:1:pos:R:3:forces:R:3:lowdin_spin:R:1
Mo 0.13856 0.53298 -0.33403 0.4 0.7 0.4 1.778
C -1.24465 1.95131 -2.89868 0.2 0.1 -0.7 -0.001
C -2.34522 0.92461 -2.81457 -0.1 -0.2 0.1 -0.004
S -2.23540 0.05142 -1.17866 0.2 0.8 -0.1 0.033
C -3.78300 -0.93974 -1.10511 0.1 -0.5 0.2 0.021
C -3.44696 -2.25680 -0.34831 0.5 0.4 -0.2 0.002
S -2.23798 -1.93046 0.96757 -0.1 -0.2 0.5 0.014
C -0.66054 -2.75018 0.53325 -0.2 0.3 -0.3 0.006
C -0.14415 -2.54404 -0.90602 0.5 -0.5 0.0 0.013
S 1.47732 -1.66116 -0.90503 -1.0 1.2 0.1 0.013
C 1.68409 -1.07560 -2.63586 0.1 -0.8 -0.1 0.012
C 0.47658 -0.43916 -3.30875 0.0 0.5 -0.3 0.017
S 0.48500 1.34621 -2.84921 -0.5 -0.9 1.2 -0.006
H -1.28201 2.61944 -2.04235 0.0 0.2 -0.1 0.000
H -1.38326 2.57122 -3.78641 -0.1 -0.2 -0.1 0.000
H -2.26732 0.12745 -3.55580 0.0 0.1 -0.1 -0.001
H -3.31971 1.40307 -2.91555 0.0 -0.1 0.1 0.000
H -4.06922 -1.14395 -2.13849 0.0 0.2 0.0 0.001
H -4.56000 -0.35836 -0.61338 0.1 0.1 0.0 0.001
H -3.04944 -2.99686 -1.04032 -0.1 -0.1 0.0 0.000
H -4.32942 -2.65852 0.14238 -0.1 0.0 -0.2 0.000
H -0.71521 -3.81067 0.76242 -0.1 0.0 0.1 0.000
H -0.01596 -2.26454 1.26988 0.2 -0.2 0.0 0.002
H -0.82429 -1.95143 -1.50368 -0.1 -0.2 0.0 0.004
H -0.02566 -3.51313 -1.38981 0.1 0.0 -0.1 0.000
H 2.03662 -1.92237 -3.22508 0.0 0.0 -0.1 0.001
H 2.50469 -0.36153 -2.54584 0.1 -0.1 -0.1 0.001
H -0.45985 -0.88509 -2.99138 0.0 -0.1 -0.1 0.003
H 0.55694 -0.54584 -4.38993 0.0 0.0 0.0 0.002
N -3.19893 1.85327 2.57178 -0.1 0.0 -0.2 -0.003
C -2.15619 1.36835 1.87438 -0.3 -0.3 -0.4 -0.009
S -2.49247 1.74899 0.01325 0.9 -0.1 0.2 0.010
N -1.17667 0.80624 2.35818 0.4 -0.2 2.7 0.003
N 0.07268 0.43790 1.98174 -0.5 -0.1 -3.4 0.002
C 0.98020 0.37652 2.87410 -0.3 0.5 1.0 0.024
C 2.41786 0.24016 2.66216 0.1 -0.3 0.0 0.002
C 3.23886 0.79902 3.63150 0.0 0.0 0.0 0.004
C 4.61339 0.73869 3.44473 0.0 0.0 0.0 0.000
C 5.10077 0.10213 2.32071 0.0 0.0 0.0 0.004
C 4.19258 -0.44973 1.41804 0.0 0.0 0.1 0.001
N 2.87999 -0.38274 1.57635 -0.2 0.1 -0.2 0.010
H -3.99132 2.27626 2.12129 0.0 -0.1 0.0 0.000
H -3.13638 1.89834 3.57731 0.1 0.0 0.0 0.000
H 0.68720 0.56905 3.90697 -0.1 0.1 -0.1 0.000
H 2.81678 1.29403 4.49612 0.0 -0.1 0.0 0.000
H 5.28467 1.17674 4.17050 0.0 0.0 0.0 0.000
H 6.16288 0.02513 2.13525 0.0 0.0 0.0 0.000
H 4.54445 -0.97919 0.53958 0.0 0.0 0.0 0.000
F 1.47647 2.71773 1.26485 0.0 0.1 -0.1 0.005
C 1.34385 2.30903 -0.02520 0.1 -0.3 0.4 0.010
F 2.60506 2.17578 -0.49759 -0.1 0.1 -0.1 0.020
F 0.77376 3.37997 -0.66924 0.1 -0.1 -0.1 0.004
```
Positions in Å, forces in eV/Å.

Below is a structure of composition C16H23FN2O3S in a non-equilibrium geometry, with properties calculated with wB97M-V/def2-TZVPD.

Computed properties:
Gap between HOMO and LUMO: 8.806 eV
ΔE to the lowest compared entry with this formula, charge and spin: 16.559 eV

XYZ file:
```
46
Properties=species:S:1:pos:R:3:forces:R:3:nbo_charge:R:1
C 2.59074 -3.00935 -2.02969 -3.3 -4.0 -6.3 -0.605
H 2.66442 -3.99094 -1.69223 1.1 -1.8 0.6 0.203
H 2.59280 -3.06891 -3.16238 1.5 -0.1 0.9 0.206
H 3.27262 -2.40849 -1.66894 3.0 3.4 1.9 0.224
C 1.17376 -2.74451 -1.91741 1.9 6.3 7.0 -0.308
C 1.03105 -2.44860 -0.24504 -5.2 -2.4 -1.4 -0.809
H 1.40695 -3.29797 0.34860 -0.6 -0.1 -0.3 0.252
H -0.18047 -2.21029 -0.02560 3.4 -0.6 -0.2 0.317
S 1.94488 -1.19742 0.40275 1.3 2.9 1.0 2.317
O 3.18847 -1.69025 0.92145 -0.3 -0.7 0.5 -0.932
O 2.08854 -0.05350 -0.45045 -0.2 -0.3 -1.4 -0.969
N 0.93570 -0.52503 1.65705 2.2 1.4 -8.3 -0.691
C 1.07661 0.88981 1.55295 0.7 2.2 9.4 -0.196
C -0.16372 1.46538 2.73104 3.4 -4.9 -5.6 -0.369
H 0.21609 1.42174 3.64252 2.1 0.3 4.0 0.205
H -0.42841 2.38624 2.45621 -1.6 3.4 -1.2 0.207
C -1.02491 0.28238 2.62478 -5.1 2.3 6.1 -0.303
C -1.63798 -0.02857 1.36959 -4.1 0.2 -2.4 0.687
O -1.93460 -1.11394 0.85409 1.6 0.4 1.4 -0.634
N -2.22177 1.09646 0.79572 0.3 -17.1 -4.7 -0.568
H -2.20013 1.84484 1.09011 1.1 16.8 7.4 0.347
C -2.73251 0.99782 -0.44604 -1.5 -3.4 -6.8 -0.234
C -1.91166 1.64845 -1.54405 1.0 -1.5 2.9 -0.170
C -2.18957 2.72337 -2.31092 -12.4 -2.0 7.0 -0.179
C -1.67012 3.09987 -3.31393 13.0 5.1 -11.0 -0.268
C -0.14419 2.80922 -3.43869 -2.0 -8.0 5.8 0.438
C 0.47578 1.66061 -2.71156 -12.3 4.7 1.2 -0.301
C -0.70003 1.18124 -1.66227 9.9 -3.1 -1.6 -0.141
H -0.09677 0.33162 -1.02430 -2.5 1.9 -1.2 0.226
H 1.42942 1.43403 -2.65429 4.4 -1.3 0.2 0.208
F 0.64940 3.35328 -4.20525 2.6 3.9 -4.4 -0.291
H -1.75756 3.91156 -4.00976 -1.6 0.4 -0.1 0.223
H -3.32465 3.02513 -2.38154 1.6 -0.3 1.1 0.195
H -3.69660 1.33047 -0.74387 -1.6 0.7 1.3 0.203
H -2.84147 -0.17716 -0.87403 0.5 3.1 1.9 0.248
C -0.66006 -0.86329 3.43600 4.2 -3.7 -5.9 -0.415
C 0.79783 -1.23588 2.73177 0.2 5.1 8.3 -0.077
H 1.78948 -0.54948 3.64267 -2.1 -2.1 -1.6 0.011
H 1.14870 -2.16077 2.66319 1.0 -4.1 -0.1 0.201
H -1.11918 -1.80587 3.22541 -1.5 0.0 0.0 0.241
H -0.38895 -0.78346 4.37007 0.6 1.0 5.0 0.215
H -1.86711 0.69918 3.58477 0.7 -1.0 -3.4 0.246
H 2.06294 1.32961 2.16071 -1.8 -1.5 -1.7 0.185
H 1.00859 1.38578 0.68443 -0.6 1.0 -3.1 0.227
H 0.95193 -1.72271 -2.13722 0.0 1.0 -1.1 0.210
H 0.39574 -3.22173 -2.29641 -2.8 -3.3 -1.4 0.218
```
Positions in Å, forces in eV/Å.

Below is the molecule C16H23NO4, with properties calculated with wB97M-V/def2-TZVPD.

Computed properties:
Gap between HOMO and LUMO: 8.828 eV
ΔE to the lowest compared entry with this formula, charge and spin: 0.128 eV

XYZ file:
```
44
Properties=species:S:1:pos:R:3:forces:R:3:nbo_charge:R:1
C 3.63269 2.81371 4.43578 0.2 -0.2 0.0 -0.600
C 4.06619 1.43436 3.95485 -0.3 0.2 -0.1 -0.387
C 3.00825 0.78415 3.06584 0.4 -0.2 0.2 -0.394
C 3.44247 -0.60053 2.58804 -0.3 0.2 -0.2 -0.391
C 2.45737 -1.24237 1.61223 -0.1 -0.1 0.2 -0.424
C 1.14854 -1.66772 2.28332 0.4 0.2 0.0 -0.064
O 0.28795 -2.34935 1.39434 -0.2 -0.1 -0.2 -0.508
C -0.44921 -1.64575 0.49283 -0.1 0.1 -0.2 0.381
C -0.49081 -0.26090 0.37809 0.2 -0.2 0.3 -0.332
C -1.30051 0.32905 -0.57792 -0.2 -0.1 -0.2 -0.175
C -2.07430 -0.43074 -1.43940 0.0 0.2 0.0 -0.052
C -2.95240 0.22758 -2.46876 -0.1 -0.1 0.1 -0.342
C -2.61952 -0.27253 -3.89146 -0.1 0.2 0.1 -0.505
C -2.90745 0.77037 -4.95250 0.3 -0.4 0.0 0.696
N -2.19830 0.64103 -6.08658 0.1 0.1 -0.4 -0.799
O -3.71967 1.66860 -4.80500 -0.3 0.3 0.0 -0.649
C -4.44217 -0.02267 -2.15407 0.5 0.2 0.0 0.795
O -4.81692 -0.80750 -1.32931 -0.1 0.0 0.0 -0.576
O -5.28817 0.70029 -2.87524 -0.4 0.2 -0.3 -0.692
C -2.03347 -1.81637 -1.31762 0.2 0.1 0.1 -0.166
C -1.23477 -2.41463 -0.36894 0.1 0.0 0.1 -0.275
H 4.39968 3.25833 5.06538 0.0 0.1 0.1 0.209
H 2.71285 2.74533 5.01258 -0.1 0.1 0.1 0.201
H 3.45729 3.47522 3.59006 0.0 0.1 -0.1 0.200
H 4.25458 0.79161 4.81768 0.1 -0.1 0.0 0.194
H 5.00174 1.52176 3.39756 0.1 -0.1 0.0 0.193
H 2.07535 0.70887 3.62757 -0.1 0.1 0.0 0.192
H 2.82683 1.42463 2.19903 -0.1 0.0 0.0 0.193
H 3.57628 -1.25691 3.45090 0.1 0.0 0.1 0.195
H 4.41097 -0.50897 2.09071 0.1 0.0 0.1 0.205
H 2.24258 -0.54876 0.79650 0.0 0.0 -0.1 0.203
H 2.90945 -2.13480 1.17367 -0.1 0.0 -0.1 0.212
H 0.63436 -0.81238 2.73493 0.0 -0.1 0.0 0.172
H 1.36194 -2.39562 3.07180 0.0 0.1 0.0 0.192
H 0.09061 0.37481 1.02705 0.1 0.0 0.1 0.216
H -1.32342 1.40783 -0.64664 0.0 0.1 0.0 0.207
H -2.79375 1.31235 -2.43570 0.0 -0.1 0.0 0.236
H -1.56555 -0.55514 -3.93405 -0.1 0.0 0.0 0.235
H -3.21179 -1.16176 -4.12522 0.1 0.0 -0.1 0.246
H -1.53475 -0.09994 -6.22458 0.0 0.0 0.1 0.401
H -2.36436 1.28924 -6.83971 0.0 0.0 0.0 0.410
H -4.82798 1.24478 -3.56426 0.1 -0.2 0.3 0.512
H -2.64412 -2.43105 -1.95992 -0.1 -0.1 -0.1 0.214
H -1.20456 -3.48750 -0.26383 0.0 -0.1 0.0 0.222
```
Positions in Å, forces in eV/Å.

Below is a structure of composition C16H24AlBCl39O3 in a non-equilibrium geometry, with properties calculated with wB97M-V/def2-TZVPD.

Computed properties:
Net charge: -1
Gap between HOMO and LUMO: 5.978 eV

XYZ file:
```
84
Properties=species:S:1:pos:R:3:forces:R:3:mulliken_charge:R:1
C -0.69568 -6.41760 -0.26465 -0.5 -0.6 0.3 -0.410
O 0.49701 -6.45580 0.46196 0.0 0.2 -0.5 -0.416
C 1.48178 -5.52957 -0.07110 0.7 0.2 0.2 -0.286
Al 1.34345 -3.57289 0.58247 0.7 -0.3 0.2 -0.647
B -0.61750 -2.78183 0.69689 -0.7 0.5 0.2 0.080
O -1.09231 -1.89715 -0.34656 -0.6 -0.3 0.5 -0.108
O -1.55099 -2.98709 1.75405 0.3 0.0 -1.1 -0.162
C -2.70553 -3.69080 1.30157 -0.4 0.0 0.7 -0.338
H -1.52206 -6.51604 0.45903 0.0 0.2 -0.3 0.175
H -0.80017 -7.28172 -0.95547 0.3 0.3 0.1 0.292
H -0.82289 -5.50331 -0.86509 0.1 0.0 0.3 0.092
H 2.45487 -5.89683 0.31293 -0.3 0.1 -0.1 0.214
H 1.56999 -5.63285 -1.17001 -0.2 -0.2 0.3 0.224
H 2.02121 -3.45497 2.05149 0.0 -0.1 0.1 -0.320
H 2.16683 -2.63673 -0.44922 0.2 0.0 -0.1 0.060
H -1.34010 -2.38112 -1.13942 0.3 0.1 -0.2 0.200
H -2.73253 -4.63418 1.87097 -0.1 0.1 -0.4 0.152
H -2.68633 -3.90429 0.22407 0.0 0.0 0.2 0.183
H -3.64438 -3.15691 1.53283 0.4 0.0 -0.2 0.123
C -1.81856 1.24920 -0.41765 0.2 -0.1 -0.1 0.662
Cl -0.53583 2.15269 0.39784 -0.5 0.0 -0.1 -0.026
Cl -3.42874 1.85377 0.02189 0.2 -0.8 -1.1 -0.088
Cl -1.59776 1.32526 -2.16852 0.0 0.0 0.1 -0.154
H -1.74736 0.20918 -0.11066 0.0 -0.1 -0.1 -0.467
C 4.12187 0.97592 1.65357 -0.2 -0.3 -0.2 0.149
Cl 4.14288 0.84553 3.41703 0.0 0.1 0.0 -0.153
Cl 4.61405 -0.53354 0.90224 0.2 0.0 0.1 0.088
Cl 2.50910 1.39323 1.06143 0.2 -0.1 0.1 0.206
H 4.81891 1.74976 1.36167 -0.1 0.1 0.1 -0.198
C 0.61685 4.25083 3.61659 0.2 -0.1 -0.1 0.496
Cl 1.16242 4.25748 1.94161 0.0 0.4 0.4 0.032
Cl 1.68837 3.29560 4.63538 -0.1 0.0 0.0 -0.119
Cl 0.48525 5.90651 4.23530 -0.1 0.0 0.0 -0.155
H -0.36498 3.80141 3.64629 0.0 0.0 0.0 -0.304
C -6.91414 3.81204 1.41183 -0.2 -0.1 -0.2 0.705
Cl -8.53944 3.76931 2.10464 0.2 -0.1 -0.1 -0.104
Cl -6.61176 2.40139 0.39978 -0.1 0.0 0.0 -0.124
Cl -6.66687 5.30203 0.49610 0.0 0.0 0.1 -0.124
H -6.20640 3.79625 2.22592 0.0 0.0 0.0 -0.376
C 1.33736 6.59176 -1.86325 -0.1 -0.1 0.1 -0.052
Cl -0.25033 6.68390 -2.63129 0.1 0.0 0.0 -0.126
Cl 1.55272 7.91906 -0.71616 0.0 0.0 0.0 -0.138
Cl 1.55353 5.03632 -1.06296 -0.5 0.2 -0.3 0.029
H 2.09244 6.68422 -2.63380 0.0 0.0 0.0 0.288
C 5.74523 3.17008 -1.30750 -0.2 -0.2 0.1 -0.278
Cl 6.86336 2.81865 0.01795 0.1 0.1 -0.1 -0.123
Cl 5.31065 1.68529 -2.15604 0.2 0.1 0.0 -0.005
Cl 4.27330 3.94747 -0.71319 0.6 0.0 -0.1 0.000
H 6.24128 3.84184 -1.99648 0.0 0.0 0.0 0.417
C 2.97264 -0.57476 -3.88931 -0.1 0.4 -0.1 -0.405
Cl 1.51646 -0.73258 -2.92155 0.1 0.5 0.0 0.129
Cl 4.35760 -1.29774 -3.06527 -0.1 -0.1 -0.1 0.024
Cl 2.76712 -1.30729 -5.50095 3.8 6.7 0.5 -0.046
H 3.16896 0.48227 -4.02018 0.1 0.0 0.0 0.362
C -3.52413 4.40433 3.61756 -0.1 -0.1 -0.2 0.002
Cl -2.61795 3.48833 4.82396 -0.1 0.0 0.0 -0.155
Cl -3.67015 3.48168 2.10918 0.4 0.8 1.3 0.029
Cl -5.12373 4.83789 4.23829 0.0 0.1 0.1 -0.124
H -2.98328 5.31960 3.40666 0.0 0.0 0.0 0.303
C 8.31091 -2.06693 -0.09525 -0.2 0.0 0.0 -0.136
Cl 7.78748 -3.28366 1.07002 0.0 0.0 0.0 -0.114
Cl 7.01397 -1.69495 -1.23055 0.2 0.0 0.0 0.003
Cl 8.85407 -0.60202 0.73325 0.0 0.0 0.0 -0.125
H 9.14659 -2.46836 -0.65389 0.0 0.0 0.0 0.343
C -5.30476 -3.86228 4.71397 0.0 0.1 -0.1 0.035
Cl -6.79679 -3.55710 5.61538 0.0 0.0 0.0 -0.147
Cl -5.59026 -5.03352 3.42341 0.0 0.0 0.1 -0.125
Cl -4.64891 -2.36178 4.06401 0.0 -0.1 0.1 -0.062
H -4.57716 -4.28200 5.39689 0.0 0.0 0.0 0.294
C -10.02991 6.82863 4.11224 0.2 -0.2 -0.3 -0.042
Cl -10.99942 5.51051 3.44893 -0.3 0.2 0.1 -0.119
Cl -8.55343 6.17407 4.82285 0.0 0.1 0.2 -0.063
Cl -9.63339 7.99958 2.85072 -0.1 0.0 0.1 -0.119
H -10.60108 7.33473 4.87974 0.0 -0.1 0.0 0.354
C 1.49758 -4.41954 -4.26073 -0.4 -0.6 -0.4 -0.299
Cl 0.65969 -3.71018 -2.89402 -0.1 -0.3 -0.3 -0.039
Cl 1.66730 -3.25721 -5.61855 -3.7 -6.4 0.6 -0.125
Cl 3.08708 -5.01850 -3.77545 0.0 0.1 -0.1 -0.130
H 0.90959 -5.25941 -4.60982 0.1 -0.1 0.1 0.422
C 5.09639 -3.29359 -8.53336 -0.1 0.0 0.1 0.053
Cl 5.77264 -4.06874 -7.10020 0.0 0.1 0.0 -0.102
Cl 5.16361 -4.38265 -9.92466 0.0 0.0 0.0 -0.141
Cl 3.43996 -2.76875 -8.23011 0.2 -0.1 -0.5 -0.085
H 5.69268 -2.41888 -8.75948 0.0 0.0 0.0 0.286
```
Positions in Å, forces in eV/Å.

Here are the calculated E numbers, same order: -1418.822027; -3200.532667; -1456.180852; -979.247149; -19064.401414 (hartree).